1.
This record from the Open Molecules 2025 dataset describes a molecular structure, C12H30Cl2CrO14 at a distorted geometry. The level of theory is wB97M-V/def2-TZVPD.

Cartesian coordinates (Å):
Cr (-22.6808, -5.2558, 23.8501)
Cl (-22.6675, -9.1618, 26.0882)
Cl (-26.2095, -8.8659, 28.4630)
O (-26.1605, -4.8271, 29.7837)
O (-22.8310, -0.2938, 25.5814)
O (-24.1503, -4.9964, 25.4704)
O (-24.1557, -3.7792, 22.7692)
O (-28.7427, -6.2823, 24.5817)
O (-21.5556, -3.5587, 24.8483)
O (-27.2396, -2.4100, 27.8488)
O (-23.7060, -2.6233, 20.9302)
O (-19.1348, -6.8530, 27.6179)
O (-26.0475, -4.1344, 26.0632)
O (-29.2457, -3.5431, 25.7759)
O (-24.5902, -4.8142, 27.5876)
O (-22.0006, -5.6870, 27.9547)
O (-22.4712, -4.2910, 21.7188)
C (-21.6186, -2.1184, 24.6944)
C (-20.1934, -7.2978, 28.4700)
C (-22.6877, -1.6452, 25.5687)
C (-26.7328, -3.5000, 29.9785)
C (-24.2664, -8.6502, 26.5188)
C (-23.3938, -3.5247, 21.8237)
C (-24.9822, -4.6502, 26.3447)
C (-24.5710, -9.0875, 27.9611)
C (-30.0310, -4.6631, 25.9318)
C (-21.1485, -6.1340, 28.9699)
C (-27.7929, -3.1702, 28.8787)
C (-29.1244, -5.9135, 25.8584)
H (-29.5628, -2.8301, 26.3351)
H (-19.4513, -6.7348, 26.7193)
H (-27.0585, -3.4481, 31.0174)
H (-25.0365, -9.0532, 25.8609)
H (-21.7174, -6.5632, 29.7947)
H (-21.7712, -6.0127, 27.0812)
H (-23.9857, -8.3489, 28.5088)
H (-30.7918, -4.7247, 25.1536)
H (-19.7597, -7.8459, 29.3065)
H (-28.3066, -5.7454, 26.5592)
H (-25.6182, -4.7041, 29.0012)
H (-23.7041, -5.1129, 27.3700)
H (-22.5070, -1.9240, 26.6068)
H (-24.3954, -7.5704, 26.4450)
H (-20.8403, -7.9859, 27.9257)
H (-28.5512, -2.5913, 29.4058)
H (-29.6467, -6.7776, 26.2689)
H (-25.8516, -2.8592, 29.9471)
H (-21.7205, -1.8677, 23.6385)
H (-26.8255, -2.9807, 27.1973)
H (-24.2345, -10.0795, 28.2624)
H (-24.4698, -2.3541, 21.4457)
H (-30.5681, -4.5594, 26.8746)
H (-20.5941, -5.3611, 29.5021)
H (-20.9295, -3.6887, 25.5643)
H (-22.9610, 0.0089, 24.6797)
H (-23.5837, -2.1864, 25.2650)
H (-28.2694, -4.0528, 28.4521)
H (-29.3484, -6.8965, 24.1605)
H (-20.6715, -1.6572, 24.9742)

As for the multiplicity: 5. The value obtained for the orbital gap (alpha / beta) is 6.15 / 6.36 eV. The LUMO energy (alpha / beta) comes out at -2.40 / -2.20 eV.

Per-atom Löwdin charges, elementary charge units: 1.160, 0.621, 0.622, -0.113, 0.001, -0.102, -0.015, -0.046, -0.123, -0.077, 0.188, -0.062, 0.089, -0.052, 0.114, -0.074, 0.000, -0.184, -0.207, -0.302, -0.191, -0.683, -0.897, -0.801, -0.722, -0.267, -0.207, -0.246, -0.262, 0.088, 0.067, 0.103, 0.076, 0.117, 0.065, 0.055, 0.108, 0.122, 0.107, 0.009, 0.068, 0.146, 0.054, 0.069, 0.106, 0.111, 0.111, 0.135, 0.022, 0.069, 0.127, 0.115, 0.119, 0.105, 0.102, 0.131, 0.108, 0.086, 0.139

---

2.
This record from the Open Molecules 2025 dataset describes 11 unconnected molecules or ions with the total composition C26H71NO18S4 at a distorted geometry. The level of theory is wB97M-V/def2-TZVPD.

Cartesian coordinates (Å):
S (12.5722, 21.5519, 18.7673)
S (19.4410, 17.3199, 25.5719)
S (26.9428, 34.1676, 19.5661)
S (22.3557, 22.8546, 17.8051)
O (11.7273, 22.3788, 17.8870)
O (26.0430, 15.7976, 15.7089)
O (11.9929, 20.9393, 19.9903)
O (19.5299, 16.5413, 27.0648)
O (28.1295, 33.9865, 20.3974)
O (25.6106, 34.3223, 20.2508)
O (30.5758, 23.2748, 15.4527)
O (21.6318, 27.7644, 26.3279)
O (19.2162, 18.7167, 25.8797)
O (21.2852, 21.9352, 17.8572)
O (18.5208, 16.5391, 24.7672)
O (31.2009, 25.2930, 21.2588)
O (13.2402, 20.3565, 17.8495)
O (26.8130, 32.8659, 18.5185)
O (25.0707, 14.6637, 10.2899)
O (22.6054, 23.2046, 16.1676)
O (23.6468, 22.6443, 18.4304)
O (27.2921, 20.0724, 24.7871)
N (15.8324, 28.0320, 14.1119)
C (29.5778, 23.8212, 14.5923)
C (14.0688, 19.4287, 18.4882)
C (27.8483, 18.7686, 24.5629)
C (22.0034, 23.6114, 13.8499)
C (25.3086, 16.7139, 16.4833)
C (14.5012, 30.2594, 13.9732)
C (21.2135, 17.0162, 25.0417)
C (19.3343, 17.4764, 29.3694)
C (25.4613, 15.2764, 8.0564)
C (21.5127, 23.1239, 15.2375)
C (21.7920, 24.5350, 18.3421)
C (23.8412, 16.2366, 16.1877)
C (25.7973, 32.1692, 16.5531)
C (27.8275, 18.0628, 25.9555)
C (29.7734, 23.1825, 13.2052)
C (20.1262, 17.3107, 28.1316)
C (29.7287, 27.2978, 21.3334)
C (29.9652, 25.8119, 21.7361)
C (15.2598, 29.0240, 14.0247)
C (13.7093, 18.0251, 17.9762)
C (14.1508, 22.4009, 19.1403)
C (25.3580, 15.8123, 9.4875)
C (22.6374, 29.6963, 25.2513)
C (25.5278, 32.6271, 17.9319)
C (27.2301, 35.5399, 18.2783)
C (21.9734, 29.2254, 26.5327)
H (24.8608, 31.9931, 18.5161)
H (28.6923, 27.6200, 21.4347)
H (21.8355, 24.4785, 19.4298)
H (19.5420, 18.4161, 29.8812)
H (28.5629, 23.5972, 14.9206)
H (29.5857, 22.1122, 13.2911)
H (25.6672, 16.0476, 7.3141)
H (27.2276, 36.4927, 18.8076)
H (26.4596, 35.5352, 17.5074)
H (18.3117, 17.6262, 29.0230)
H (24.7289, 16.6958, 9.5964)
H (29.8861, 25.7445, 22.8212)
H (26.3704, 16.1138, 9.7563)
H (24.9514, 33.5486, 17.8505)
H (30.0429, 27.5078, 20.3110)
H (14.0558, 19.3439, 19.5748)
H (13.8690, 17.9011, 16.9051)
H (26.9550, 20.3894, 23.9461)
H (31.8938, 25.4757, 21.8976)
H (26.2341, 14.5201, 7.9192)
H (22.5711, 29.4573, 27.4142)
H (28.8764, 18.8811, 24.2188)
H (22.0377, 29.5166, 24.3590)
H (25.4920, 16.5364, 17.5430)
H (15.1037, 19.6586, 18.2346)
H (30.7258, 23.4770, 12.7644)
H (20.6004, 18.2606, 27.8848)
H (24.9449, 32.3232, 15.8915)
H (24.5385, 14.7845, 7.7488)
H (27.9505, 16.9836, 25.8649)
H (21.7844, 17.7734, 25.5791)
H (20.6882, 23.7172, 15.6328)
H (14.2777, 17.2322, 18.4624)
H (26.8635, 18.1954, 26.4467)
H (13.8327, 23.3672, 19.5317)
H (14.6292, 22.5714, 18.1759)
H (20.8088, 24.6548, 17.8869)
H (26.2086, 31.1600, 16.5702)
H (21.2438, 23.6893, 13.0721)
H (23.8436, 15.1474, 16.1464)
H (25.3082, 14.9052, 11.1882)
H (23.3898, 16.6293, 15.2766)
H (22.8117, 30.7714, 25.2959)
H (29.6204, 24.9085, 14.5279)
H (12.6775, 17.8364, 18.2725)
H (23.1632, 16.6011, 16.9593)
H (25.5636, 17.7572, 16.2971)
H (21.1412, 22.0991, 15.2370)
H (23.6233, 29.2456, 25.1379)
H (14.7832, 21.7349, 19.7274)
H (26.5468, 32.8554, 16.1588)
H (20.9272, 16.6004, 28.3364)
H (28.9316, 23.5472, 12.6166)
H (28.6312, 18.4258, 26.5961)
H (22.4903, 24.5836, 13.9272)
H (22.4699, 27.2964, 26.3386)
H (27.2936, 18.1310, 23.8745)
H (13.7598, 30.1700, 13.1792)
H (26.9668, 15.9049, 15.9470)
H (22.5136, 25.2233, 17.9022)
H (21.5004, 16.0201, 25.3788)
H (14.0455, 30.3615, 14.9581)
H (21.0738, 29.7403, 26.8698)
H (15.1261, 31.1515, 13.9323)
H (30.5045, 23.6561, 16.3309)
H (30.3026, 27.9960, 21.9427)
H (28.1556, 35.2920, 17.7586)
H (19.2796, 16.5794, 29.9863)
H (22.7857, 22.9650, 13.4520)
H (21.2730, 17.1438, 23.9608)
H (29.1693, 25.2191, 21.2853)

As for the multiplicity: 1. The value obtained for the orbital gap is 10.44 eV. The SMILES is CCOS(C)(=O)=O.CCOS(C)(=O)=O.CCOS(C)(=O)=O.CCOS(C)(=O)=O.CC#N.CCO.CCO.CCO.CCO.CCO.CCO. The LUMO energy comes out at 0.18 eV. The energy above the lowest of the compared OMol25 structures with the same formula, charge and spin is 3.843 eV.

These are the Löwdin partial charges, in e, on atoms 1 to 99: 0.697, 0.676, 0.725, 0.645, -0.298, -0.096, -0.314, -0.274, -0.298, -0.335, -0.082, -0.109, -0.303, -0.277, -0.292, -0.081, -0.269, -0.278, -0.083, -0.291, -0.289, -0.091, 0.123, -0.327, -0.330, -0.297, -0.058, -0.306, -0.076, -0.087, -0.075, -0.098, -0.267, -0.094, -0.078, -0.078, -0.088, -0.087, -0.323, -0.091, -0.307, -0.297, -0.061, -0.106, -0.312, -0.104, -0.320, -0.083, -0.262, 0.126, 0.065, 0.067, 0.086, 0.101, 0.073, 0.068, 0.064, 0.055, 0.085, 0.106, 0.104, 0.101, 0.105, 0.067, 0.119, 0.078, 0.075, 0.079, 0.072, 0.098, 0.102, 0.074, 0.099, 0.117, 0.075, 0.115, 0.087, 0.069, 0.063, 0.059, 0.106, 0.077, 0.068, 0.070, 0.072, 0.059, 0.087, 0.076, 0.072, 0.077, 0.063, 0.069, 0.102, 0.082, 0.061, 0.106, 0.111, 0.071, 0.066

---

3.
This record from the Open Molecules 2025 dataset describes 9 unconnected molecules or ions with the total composition H18O9 at a distorted geometry. The level of theory is wB97M-V/def2-TZVPD.

Cartesian coordinates (Å):
O (-15.3992, 2.6014, -18.6132)
O (-16.7749, 0.5915, -16.5044)
O (-16.4480, 0.5124, -20.2042)
O (-12.2662, 1.7593, -19.7070)
O (-13.9224, 4.4209, -20.0857)
O (-14.2331, 1.6672, -16.5399)
O (-17.6388, 3.5742, -17.3703)
O (-14.0529, 0.7471, -21.7175)
O (-15.5113, 4.6320, -15.8180)
H (-17.1908, 3.5305, -16.5465)
H (-14.4731, 3.7122, -19.6967)
H (-15.8612, 0.8603, -16.6049)
H (-15.9731, 5.2495, -15.2908)
H (-13.6635, 4.0972, -20.9732)
H (-13.0359, 1.4815, -20.1639)
H (-13.9865, -0.2166, -21.7426)
H (-16.3636, -0.4225, -19.9923)
H (-15.6120, 1.9536, -19.2581)
H (-17.3041, 4.3211, -17.7963)
H (-17.3318, 0.6409, -19.8007)
H (-13.8264, 0.9474, -16.9723)
H (-14.9863, 0.7574, -21.4686)
H (-14.8677, 4.1486, -15.2153)
H (-11.9169, 2.4564, -20.2445)
H (-16.1281, 2.9293, -18.0910)
H (-14.5697, 2.1151, -17.3671)
H (-16.8135, -0.0472, -15.7832)

As for the multiplicity: 1. The value obtained for the orbital gap is 10.38 eV. The SMILES is O.O.O.O.O.O.O.O.O. The LUMO energy comes out at 0.01 eV. The energy above the lowest of the compared OMol25 structures with the same formula, charge and spin is 2.314 eV.

Per-atom Löwdin charges, elementary charge units: -0.025, -0.066, -0.049, -0.038, -0.086, -0.068, -0.006, -0.047, -0.044, 0.007, -0.016, -0.037, 0.021, 0.037, -0.045, 0.059, 0.073, 0.020, 0.021, 0.094, 0.021, 0.005, 0.095, 0.022, 0.015, 0.000, 0.039

---

In the order shown, the computed calculated total energy values come out to -95058.4969, -109791.6034, -18719.8216 eV.